Entry 1:
2 unconnected molecules or ions with the total composition C3H12N2O. Source: OMol25; level of theory: ωB97M-V/def2-TZVPD.

ORCA input file:
```
! wB97M-V def2-TZVPD RIJCOSX def2/J DEFGRID3
* xyz 0 1
N 2.162 -2.031 0.143
C 1.278 -1.053 -0.535
C -0.008 -0.936 0.280
O -1.152 -0.376 -0.507
H 1.757 -2.964 0.116
H 2.990 -2.113 -0.430
H 1.069 -1.353 -1.567
H 1.832 -0.107 -0.558
H 0.321 -0.615 1.283
H -0.361 -1.967 0.451
H -0.544 0.478 -0.074
C -1.805 2.203 0.283
N -0.335 1.894 0.326
H -2.285 1.536 0.992
H -2.010 3.240 0.558
H -2.175 2.004 -0.714
H -0.035 2.007 1.290
H 0.112 2.655 -0.182
*
```

The SMILES is NCCO.CN. Its gap between HOMO and LUMO is 10.011 eV.

Charges obtained by Löwdin population analysis, quoted in units of e:
1 N -0.026
2 C -0.286
3 C -0.319
4 O -0.203
5 H 0.061
6 H 0.053
7 H 0.108
8 H 0.104
9 H 0.114
10 H 0.107
11 H 0.032
12 C -0.122
13 N -0.049
14 H 0.081
15 H 0.072
16 H 0.078
17 H 0.096
18 H 0.100

---

Entry 2:
A molecular structure, C3H5FeO4. Source: OMol25; level of theory: ωB97M-V/def2-TZVPD.

ORCA input file:
```
! wB97M-V def2-TZVPD RIJCOSX def2/J DEFGRID3
* xyz 0 6
O -0.270 0.945 0.972
C 0.199 -0.058 0.184
C -0.165 2.187 0.279
O 0.632 -1.105 0.757
O 0.937 0.484 -0.831
C 0.945 1.908 -0.731
Fe -0.552 -2.512 0.116
H 0.088 2.969 1.003
H -1.123 2.423 -0.203
H 1.930 2.240 -0.375
H 0.746 2.328 -1.722
O -1.354 -0.829 -0.483
H -1.427 -0.422 -1.349
*
```

Its gap between HOMO and LUMO (alpha / beta) is 7.031 / 9.516 eV.

Charges obtained by Löwdin population analysis, quoted in units of e:
1 O 0.033
2 C -0.670
3 C -0.114
4 O -0.170
5 O 0.028
6 C -0.112
7 Fe 0.738
8 H 0.133
9 H 0.131
10 H 0.134
11 H 0.130
12 O -0.307
13 H 0.045

---

Entry 3:
7 unconnected molecules or ions with the total composition C8H26O6. Source: OMol25; level of theory: ωB97M-V/def2-TZVPD.

ORCA input file:
```
! wB97M-V def2-TZVPD RIJCOSX def2/J DEFGRID3
* xyz 0 1
C 3.166 1.121 0.817
C 1.853 0.866 0.632
C 1.072 0.658 -0.601
C 1.468 -0.443 -1.617
C 1.511 -0.292 -2.943
C 1.563 -1.813 -1.040
C 0.303 -2.713 -1.393
C -0.985 -2.189 -0.544
H 3.449 1.067 1.838
H 4.008 1.197 0.174
H 1.225 0.730 1.579
H 0.003 0.253 -0.365
H 0.952 1.588 -1.065
H 1.456 -1.078 -3.624
H 1.538 0.507 -3.638
H 1.728 -1.734 0.028
H 2.447 -2.245 -1.423
H 0.601 -3.742 -0.981
H -0.002 -2.891 -2.495
H -1.666 -1.945 -1.365
H -1.542 -2.897 0.034
H -0.653 -1.376 0.146
O -1.303 2.927 1.764
H -0.836 3.188 1.021
H -2.183 3.286 1.875
O -3.114 2.835 -0.522
H -2.612 2.342 0.170
H -2.576 2.446 -1.220
O -0.556 0.085 2.792
H -0.501 0.057 3.761
H -0.451 1.029 2.525
O -3.652 -0.006 1.732
H -3.862 0.261 0.811
H -2.763 0.282 1.883
O 1.922 -1.599 3.135
H 2.621 -1.061 2.759
H 1.135 -1.573 2.625
O -1.674 1.207 -2.170
H -0.785 0.754 -2.298
H -2.302 0.912 -2.799
*
```

The SMILES is C=CCC(=C)CCC.O.O.O.O.O.O. Its gap between HOMO and LUMO is 9.935 eV.

Charges obtained by Löwdin population analysis, quoted in units of e:
1 C 0.036
2 C -0.179
3 C -0.175
4 C -0.298
5 C 0.044
6 C -0.178
7 C -0.182
8 C -0.079
9 H 0.036
10 H 0.053
11 H 0.089
12 H 0.114
13 H 0.095
14 H 0.044
15 H 0.056
16 H 0.100
17 H 0.097
18 H 0.107
19 H 0.119
20 H 0.058
21 H 0.051
22 H 0.052
23 O -0.011
24 H 0.011
25 H 0.063
26 O -0.081
27 H 0.003
28 H -0.023
29 O -0.076
30 H 0.070
31 H 0.022
32 O -0.057
33 H 0.046
34 H -0.029
35 O -0.043
36 H 0.018
37 H -0.016
38 O -0.050
39 H 0.056
40 H 0.040

---

Entry 4:
A molecular structure, C17H37AlCaCl2CsF3IO8P. Source: OMol25; level of theory: ωB97M-V/def2-TZVPD.

ORCA input file:
```
! wB97M-V def2-TZVPD RIJCOSX def2/J DEFGRID3
* xyz 2 1
C 2.286 -1.242 -1.058
C 0.749 -1.166 -1.312
Cl 0.121 -2.841 -1.098
C 0.539 -0.634 -2.734
C -0.839 -0.997 -3.398
O -1.952 -0.486 -2.786
C -2.877 -1.459 -2.317
C -3.562 -2.315 -3.413
O -3.910 -3.554 -2.827
C -3.363 -4.697 -3.458
C -2.001 -5.137 -2.912
C -1.981 -5.618 -1.459
O -1.127 -6.351 -1.096
I -3.456 -5.019 0.014
P -4.325 -0.502 -1.538
O -5.078 -1.503 -0.326
O -3.781 1.000 -0.923
H 2.638 -0.445 -0.405
H 2.486 -2.173 -0.525
H 2.862 -1.307 -1.981
H 0.322 -0.482 -0.584
H 0.784 0.432 -2.781
H 1.319 -1.135 -3.369
H -0.853 -2.087 -3.519
H -0.813 -0.560 -4.469
H -2.480 -2.119 -1.534
H -2.962 -2.415 -4.322
H -4.496 -1.802 -3.677
H -4.079 -5.510 -3.319
H -3.249 -4.579 -4.542
H -1.693 -6.002 -3.508
H -1.228 -4.385 -3.090
H -5.720 -2.073 -0.789
H -4.571 1.570 -0.788
Cl -1.187 1.962 -3.648
Cs -4.468 -0.144 1.348
C -0.930 5.886 4.878
C -0.372 5.389 3.550
C -0.908 3.981 3.489
O -2.165 3.975 4.198
C -2.295 5.216 4.915
H -0.986 6.970 4.952
H -0.312 5.518 5.703
H -0.778 5.980 2.731
H 0.711 5.434 3.486
H -0.233 3.277 3.998
H -1.063 3.636 2.463
H -3.051 5.821 4.405
H -2.638 5.016 5.931
C 2.368 -1.496 2.792
O 1.117 -2.076 2.434
H 2.208 -0.843 3.646
H 3.083 -2.275 3.066
H 2.769 -0.908 1.959
H 1.274 -2.652 1.679
C 4.959 2.637 -0.157
C 5.338 1.772 1.070
C 6.561 2.344 1.798
O 5.605 0.454 0.657
H 5.779 2.664 -0.873
H 4.095 2.211 -0.670
H 4.716 3.684 0.120
H 4.469 1.716 1.774
H 7.424 2.357 1.134
H 6.817 1.717 2.652
H 6.399 3.368 2.163
H 6.353 0.474 0.048
Ca 0.571 -0.210 -5.685
F -4.611 -7.079 1.022
F -5.146 -8.283 -0.397
Al 4.118 3.590 1.908
F 0.698 6.507 1.303
*
```

Its gap between HOMO and LUMO is 1.312 eV.

Charges obtained by Löwdin population analysis, quoted in units of e:
1 C -0.107
2 C -0.633
3 Cl 0.732
4 C -0.272
5 C -0.425
6 O -0.242
7 C -0.385
8 C -0.195
9 O -0.209
10 C -0.219
11 C -0.147
12 C -0.742
13 O 0.052
14 I 1.213
15 P 0.941
16 O -0.824
17 O -0.491
18 H 0.067
19 H 0.059
20 H 0.075
21 H 0.124
22 H 0.063
23 H 0.081
24 H 0.097
25 H -0.062
26 H 0.080
27 H 0.130
28 H 0.111
29 H 0.138
30 H 0.132
31 H 0.140
32 H 0.082
33 H 0.078
34 H 0.056
35 Cl -0.170
36 Cs 1.456
37 C -0.164
38 C -0.211
39 C -0.220
40 O -0.166
41 C -0.204
42 H 0.117
43 H 0.109
44 H 0.092
45 H 0.089
46 H 0.103
47 H 0.106
48 H 0.116
49 H 0.112
50 C -0.144
51 O -0.126
52 H 0.086
53 H 0.089
54 H 0.049
55 H 0.039
56 C -0.089
57 C -0.615
58 C -0.049
59 O -0.004
60 H 0.123
61 H 0.104
62 H -0.009
63 H 0.037
64 H 0.115
65 H 0.113
66 H 0.041
67 H 0.115
68 Ca 1.561
69 F -0.320
70 F -0.138
71 Al 1.078
72 F -0.718

---

Entry 5:
3 unconnected molecules or ions with the total composition C6H9O4P. Source: OMol25; level of theory: ωB97M-V/def2-TZVPD.

ORCA input file:
```
! wB97M-V def2-TZVPD RIJCOSX def2/J DEFGRID3
* xyz 0 1
C 0.025 -1.872 3.036
C -0.279 -0.824 3.992
C -0.225 0.290 3.245
O 0.088 0.090 1.941
C 0.276 -1.237 1.830
H -0.131 -2.830 3.447
H -0.312 -1.015 5.013
H -0.705 1.287 3.434
H 0.709 -1.549 0.853
C 2.024 1.138 -1.459
O 1.271 0.039 -0.997
P -0.479 0.224 -1.072
O -0.758 1.491 -1.650
H 2.173 1.906 -0.630
H 1.522 1.829 -2.238
H 3.003 0.679 -1.830
C -2.123 0.092 -4.254
O -1.278 -0.446 -3.540
H -1.675 0.564 -5.177
H -3.126 0.144 -3.943
*
```

The SMILES is c1ccoc1.COP=O.C=O. Its gap between HOMO and LUMO is 9.005 eV.

Charges obtained by Löwdin population analysis, quoted in units of e:
1 C -0.051
2 C -0.066
3 C -0.158
4 O -0.068
5 C -0.164
6 H 0.085
7 H 0.086
8 H 0.140
9 H 0.105
10 C -0.216
11 O -0.448
12 P 0.925
13 O -0.419
14 H 0.092
15 H 0.086
16 H 0.100
17 C -0.078
18 O -0.124
19 H 0.105
20 H 0.068

---

Entry 6:
A single C4H7NO molecule. Source: OMol25; level of theory: ωB97M-V/def2-TZVPD.

ORCA input file:
```
! wB97M-V def2-TZVPD RIJCOSX def2/J DEFGRID3
* xyz 0 1
C 1.938 -0.301 0.443
C 0.658 0.436 0.125
O 0.587 1.642 0.277
C -0.503 -0.319 -0.467
C -1.880 -0.177 0.098
N -1.510 0.521 -1.113
H 2.589 -0.274 -0.439
H 1.779 -1.349 0.710
H 2.451 0.228 1.248
H -0.273 -1.252 -0.974
H -2.024 0.370 1.027
H -2.577 -1.000 -0.063
H -1.235 1.475 -0.873
*
```

The SMILES is CC(=O)[C@H]1CN1. Its gap between HOMO and LUMO is 10.795 eV.

Charges obtained by Löwdin population analysis, quoted in units of e:
1 C -0.011
2 C -0.403
3 O 0.068
4 C -0.252
5 C -0.130
6 N 0.029
7 H 0.094
8 H 0.081
9 H 0.086
10 H 0.135
11 H 0.112
12 H 0.103
13 H 0.088

---

no.,strongest force on any atom (eV Å⁻¹)
1,5.4
2,1.6
3,3.7
4,7.8
5,4.7
6,0.5